--- 1 ---
DFT (wB97M-V/def2-TZVPD) results for CH4BrOP in the gas phase.

Last column: Mulliken charge in e.
Geometry (Å):
C: -0.10 -1.09 0.27  -0.60
O: -0.43 1.82 -0.87  -0.50
P: 0.61 0.59 -0.36  0.20
Br: 1.13 -1.78 1.62  -0.10
H: -1.05 -0.93 0.83  0.29
H: -0.10 2.05 -1.81  0.35
H: 0.41 1.07 0.89  0.02
H: -0.47 -1.73 -0.57  0.34

As for the SMILES: OPCBr. As for the total charge: 0. The LUMO energy is 0.0057 Eh. The spin multiplicity is 1.

=====

--- 2 ---
DFT (wB97M-V/def2-TZVPD) results for 2 unconnected molecules or ions with the total composition CH4BrOP.

Last column: Mulliken charge in e.
Geometry (Å):
C: 0.37 0.46 0.75  -0.18
O: 0.86 -0.72 0.31  -0.47
P: 0.50 1.88 -0.23  0.00
Br: -2.61 -1.13 -1.55  -0.23
H: -0.03 0.46 1.72  0.38
H: 1.29 -1.33 1.08  0.35
H: -1.40 -0.84 -0.90  0.19
H: 1.02 1.22 -1.18  -0.02

As for the SMILES: [H]/P=C\O.Br. As for the total charge: 0. The LUMO energy is 0.0055 Eh. The spin multiplicity is 1.

=====

What should be chosen as the most stable of them? Choose 1.

=====

--- 1 ---
DFT (wB97M-V/def2-TZVPD) results for a gas-phase ion, C4H9NO2 (charge +1).

Last column: Mulliken spin population.
Geometry (Å):
O: -1.33 -1.58 2.26  0.28
C: -0.41 -1.27 1.61  0.11
C: -0.63 -0.44 0.24  0.05
C: 0.41 0.68 0.18  0.04
C: 0.13 1.59 -0.99  0.03
O: 1.66 0.03 0.07  0.01
N: -0.49 -1.33 -0.85  0.45
H: 0.57 -1.12 2.10  0.05
H: -1.64 -0.06 0.28  0.00
H: 0.40 1.22 1.14  0.00
H: 0.86 2.39 -1.08  0.00
H: -0.86 2.03 -0.94  0.00
H: 0.17 1.03 -1.92  0.00
H: 2.29 0.68 -0.25  0.00
H: -1.36 -1.81 -1.07  -0.01
H: 0.22 -2.05 -0.76  0.00

As for the total charge: +1. The LUMO energy (alpha / beta) is -0.1824 / -0.3154 Eh. The spin multiplicity is 2.

=====

--- 2 ---
DFT (wB97M-V/def2-TZVPD) results for a gas-phase ion, C4H9NO2 (charge +1).

Last column: Mulliken spin population.
Geometry (Å):
C: 1.45 -0.35 0.08  0.00
O: 2.11 -0.20 -1.16  0.00
C: 0.59 0.89 0.31  0.01
C: -0.68 0.92 -0.53  0.04
C: -1.64 -0.20 -0.23  -0.04
N: -1.65 -0.88 0.94  0.18
O: -2.49 -0.54 -1.05  0.81
H: 2.15 -0.54 0.88  0.00
H: 0.76 -1.21 -0.03  0.00
H: 2.97 -0.66 -1.11  0.00
H: 1.15 1.77 0.01  0.01
H: 0.30 0.94 1.35  0.00
H: -0.41 0.85 -1.59  0.00
H: -1.27 1.80 -0.31  0.00
H: -0.78 -1.29 1.25  0.00
H: -2.54 -1.30 1.18  -0.01

As for the total charge: +1. The LUMO energy (alpha / beta) is -0.1733 / -0.3369 Eh. The spin multiplicity is 2.

=====

What should be chosen as the most stable of them? Choose 2.